No. 1
Below is C35H48NO5Pt as an isolated structure in a non-equilibrium geometry, with properties calculated with the ωB97M-V functional and the def2-TZVPD basis.

* 2S+1: 5
* total charge: -1
* E: -52041.610 eV
* frontier orbital gap (spin up / spin down): 1.981 / 5.481 eV

```
90
Properties=species:S:1:pos:R:3:lowdin_spin:R:1
C 0.43362 -0.90956 -5.17773 0.000
C 0.29383 -1.77105 -3.89977 0.000
C -0.03441 0.51890 -4.81140 0.000
C -0.86143 0.36598 -3.51383 0.001
H -0.66627 0.86615 -5.63468 0.000
H 0.83948 1.17348 -4.72643 0.000
C -0.93169 -1.13992 -3.24456 0.000
H 1.20085 -1.63232 -3.28636 0.000
H 0.14928 -2.83663 -4.13819 0.000
C -1.01568 -1.26907 -1.74300 0.007
H -1.82925 -1.55619 -3.73036 0.000
H -1.87708 0.77019 -3.65324 0.000
C -0.30189 0.96304 -2.19068 0.005
C 1.82582 -0.96391 -5.78599 0.000
C -0.40180 -1.47421 -6.33369 0.000
O -0.94222 -0.81095 -7.20193 0.000
O 2.85774 -0.76876 -5.15619 0.000
O 1.80988 -1.24917 -7.09992 0.000
O -0.40984 -2.81752 -6.33662 0.000
C -0.85830 -3.39079 -7.56758 0.000
H -0.75646 -4.46136 -7.41996 0.000
H -0.22036 -3.04704 -8.38662 0.000
H -1.89335 -3.10676 -7.77091 0.000
C 3.10068 -1.39645 -7.68357 0.000
H 3.67529 -0.46903 -7.58802 0.000
H 2.91817 -1.63115 -8.73119 0.000
H 3.64985 -2.21212 -7.19904 0.000
O -0.46526 -0.11541 -1.10248 0.041
H -0.55965 -2.18997 -1.34950 0.002
H -2.08315 -1.29694 -1.49713 0.001
C -1.08397 2.19310 -1.75635 0.000
C 1.16791 1.30721 -2.26071 0.001
H 1.35089 2.14202 -2.94923 0.000
H 1.75697 0.44442 -2.59309 0.000
H 1.51727 1.63132 -1.27670 0.000
H -0.75599 2.54891 -0.76980 0.000
H -2.16278 1.99176 -1.74507 0.000
H -0.90059 3.00913 -2.47263 0.000
Pt -0.14920 -0.51727 1.71640 0.874
C -2.21947 -0.51436 1.97265 0.006
C -2.99689 -0.64795 0.74162 0.153
C -3.04996 -2.00233 0.37858 0.041
H -3.49882 0.18127 0.25329 0.008
C -2.28799 -2.78334 1.28344 0.182
C -1.80518 -1.93475 2.32403 0.011
H -1.60434 -2.27202 3.33552 0.001
H -2.45601 0.22056 2.74386 0.006
H -3.58911 -2.40601 -0.47774 -0.001
H -2.14957 -3.86175 1.25020 0.010
C 2.60914 0.43565 1.06408 0.219
C 1.96789 -0.46549 1.99177 -0.003
C 1.55463 -1.69121 1.19483 0.050
H 2.21074 -0.49367 3.04992 0.000
C 2.02483 -1.44680 -0.14761 0.197
C 2.71413 -0.22055 -0.17252 0.047
H 3.28369 0.14698 -1.02269 -0.002
H 3.02517 1.40165 1.33914 0.013
H 1.46679 -2.67800 1.64712 0.004
H 1.94398 -2.15626 -0.96493 0.010
C -1.23951 3.82396 6.82195 0.005
C -0.84580 3.32205 5.45924 0.049
C -0.60196 4.23162 4.43005 0.311
C -0.23597 3.79580 3.15322 0.235
C 0.03246 4.83321 2.10593 0.044
C -0.12449 2.42672 2.89624 0.119
C -0.29713 1.46602 3.92951 0.247
C -0.69757 1.96494 5.20563 0.259
N -0.05963 0.12674 3.69500 0.650
C 0.24162 -0.80702 4.84890 0.043
C 1.27322 -0.19226 5.79811 0.023
C -1.04814 -1.13879 5.60679 0.024
C 0.82399 -2.13314 4.36331 0.001
H -0.40192 4.31908 7.33246 0.000
H -2.04750 4.56214 6.74679 0.000
H -1.58343 3.01190 7.47043 0.004
H -0.70363 5.30061 4.63019 0.033
H -0.85948 5.44413 1.91426 0.016
H 0.82095 5.52376 2.43337 0.016
H 0.34722 4.37818 1.16314 0.000
H 0.13329 2.07914 1.88679 -0.004
H -0.87499 1.27912 6.03242 0.018
H 0.92130 0.71066 6.30083 0.007
H 1.50004 -0.92733 6.58281 0.003
H 2.20007 0.05850 5.26725 0.001
H -1.66040 -1.86135 5.05909 0.001
H -0.77055 -1.59381 6.56801 0.003
H -1.68080 -0.26974 5.79811 0.007
H 0.26298 -2.54733 3.52020 -0.001
H 1.87310 -2.03923 4.07221 0.000
H 0.77206 -2.85193 5.19093 0.000
```

No. 2
Below is C35H48NOP3W as an isolated structure in a non-equilibrium geometry, with properties calculated with the ωB97M-V functional and the def2-TZVPD basis.

* 2S+1: 3
* total charge: +4
* E: -70262.994 eV
* frontier orbital gap (spin up / spin down): 6.525 / 6.069 eV

```
89
Properties=species:S:1:pos:R:3:lowdin_spin:R:1
W -0.78604 -0.20842 0.27118 1.853
C 3.40981 -0.24527 2.10700 0.000
N 2.04238 -0.07530 1.54012 -0.016
P 1.67910 -0.02197 -0.12592 0.016
C 2.63916 -1.20099 -1.03321 0.003
C 3.93446 -0.82323 -1.42282 -0.001
C 4.74424 -1.73067 -2.08539 0.001
C 4.26723 -3.00027 -2.38605 0.000
C 2.97660 -3.37542 -2.02198 0.000
C 2.16557 -2.48195 -1.34721 0.001
C 2.06490 1.61943 -0.71469 0.005
C 2.29518 2.67479 0.18097 -0.001
C 2.62568 3.93284 -0.30677 0.002
C 2.73668 4.13836 -1.67712 -0.001
C 2.51234 3.09292 -2.56900 0.000
C 2.17416 1.83667 -2.09571 0.001
P 0.60382 -0.20253 2.36191 -0.027
C 0.79861 -0.12774 4.10440 -0.006
C 1.33454 1.05742 4.64497 -0.003
C 1.53582 1.15247 6.00689 0.000
C 1.17994 0.08629 6.83064 -0.007
C 0.63127 -1.07727 6.30060 0.000
C 0.42722 -1.19486 4.93774 -0.005
C -0.15389 -1.80037 1.94045 -0.007
C -1.56122 -1.88519 2.09853 -0.005
C -2.21606 -3.10235 1.90534 0.050
C -1.47136 -4.23444 1.59576 0.001
C -0.08007 -4.16526 1.45287 0.026
C 0.57682 -2.95690 1.59372 0.030
H 4.13495 -0.05657 1.31872 0.000
H 3.55115 -1.25469 2.48895 0.000
H 3.57154 0.47371 2.90610 0.000
H 4.31320 0.16958 -1.21373 0.000
H 5.74645 -1.44489 -2.37576 0.000
H 4.90176 -3.70096 -2.91317 0.000
H 2.61194 -4.36257 -2.27302 0.000
H 1.16705 -2.78746 -1.06448 0.001
H 2.25315 2.51198 1.25222 0.000
H 2.82666 4.74371 0.38089 0.000
H 3.01520 5.11478 -2.05225 0.000
H 2.62129 3.26001 -3.63275 0.000
H 2.03959 1.01942 -2.79617 0.000
H 1.60335 1.89247 4.00557 0.000
H 1.96225 2.05041 6.43309 0.000
H 1.33238 0.16465 7.89956 0.000
H 0.36909 -1.89753 6.95520 0.000
H 0.01452 -2.11153 4.53885 0.000
H -2.10395 -1.06480 2.57056 0.009
H -3.28570 -3.17712 2.05799 0.002
H -1.97099 -5.19025 1.48959 -0.001
H 0.48488 -5.06635 1.24772 0.001
H 1.65300 -2.90152 1.48001 0.001
C -3.72261 -0.04089 0.03031 0.006
C -3.61561 0.75352 -1.27974 0.008
C -3.93597 2.23326 -1.05725 0.001
P -1.93293 0.40256 -1.93308 -0.006
C -1.95845 -1.31039 -2.61242 0.000
C -3.25838 -1.78376 -3.27007 -0.001
C -1.57272 -2.30200 -1.50219 0.004
C -1.36356 1.54878 -3.24240 -0.001
C -2.38056 1.59731 -4.39242 -0.002
C -1.01080 2.95240 -2.74233 0.000
H -4.62027 0.22863 0.59204 0.000
H -2.90811 0.25863 0.74487 0.004
H -3.72025 -1.12288 -0.10228 0.003
H -4.32613 0.34253 -2.00069 0.001
H -3.20772 2.72553 -0.41065 0.000
H -4.91485 2.31259 -0.58260 0.000
H -3.98902 2.78625 -1.99166 0.000
H -1.15709 -1.30684 -3.35878 0.000
H -4.07386 -1.84920 -2.54761 0.000
H -3.11000 -2.78275 -3.68393 0.000
H -3.57422 -1.14171 -4.08873 0.000
H -2.43232 -2.68099 -0.95484 0.004
H -0.83179 -1.90371 -0.73068 0.009
H -0.98448 -3.13968 -1.87900 -0.001
H -0.44980 1.06130 -3.60359 0.000
H -3.31667 2.06657 -4.08957 0.000
H -2.59392 0.61954 -4.81931 0.000
H -1.95521 2.20584 -5.19128 0.000
H -1.88386 3.49019 -2.38106 0.000
H -0.60953 3.52088 -3.58182 0.000
H -0.24413 2.94693 -1.96657 0.000
C -1.28683 2.63534 1.61963 0.008
O -0.75755 1.87870 0.47099 0.034
H -1.43836 3.66200 1.29651 0.001
H -0.57574 2.57607 2.44256 -0.001
H -2.23616 2.18546 1.89353 0.001
H 0.04972 2.30867 0.11519 0.006
```

Question: Look up the E of the first one.
Answer: -52041.610 eV